A structure of composition C30H30AsN4O6Tl. Source: the Open Molecules 2025 dataset; level of theory: the ωB97M-V functional and the def2-TZVPD basis.

```
72
Properties=species:S:1:pos:R:3:lowdin_charge:R:1
Tl 0.208 -0.535 -0.175 1.1093
C -2.720 -2.831 -1.102 -0.1297
C -2.377 -1.532 -1.269 -0.1544
C -1.919 -0.994 0.025 -0.3481
C -2.100 -2.106 0.973 -0.1475
C -2.551 -3.187 0.294 -0.1305
H -3.037 -3.509 -1.884 0.0782
H -2.371 -0.954 -2.180 0.0820
H -2.265 -0.003 0.318 0.1012
H -1.849 -2.052 2.021 0.0899
H -2.718 -4.171 0.712 0.0811
O -0.709 0.851 -2.057 -0.1786
C -0.601 2.023 -2.555 -0.3998
C -1.168 2.324 -3.830 -0.0372
C -1.030 3.554 -4.435 -0.1445
C -0.319 4.583 -3.815 -0.1536
C 0.235 4.329 -2.568 -0.0760
C 0.104 3.100 -1.929 -0.1023
C 0.750 2.924 -0.619 -0.3165
N 0.224 2.452 0.494 0.1073
C 1.219 2.541 1.444 -0.1609
C 2.345 3.073 0.902 -0.1106
N 2.033 3.337 -0.411 0.1152
H -1.704 1.520 -4.321 0.0969
H -1.478 3.720 -5.410 0.0814
H -0.206 5.552 -4.286 0.0708
H 0.782 5.115 -2.056 0.0998
H 1.072 2.166 2.443 0.0872
H 3.332 3.232 1.298 0.0993
H 2.705 3.453 -1.157 0.1324
C 2.415 -2.328 2.281 -0.2110
As 2.266 -3.243 0.603 0.9542
C 2.305 -5.119 1.114 -0.2319
C 3.916 -3.044 -0.372 -0.2036
O 0.896 -3.039 -0.303 -0.5603
H 3.230 -2.787 2.846 0.0325
H 1.479 -2.399 2.837 0.0235
H 2.615 -1.282 2.058 0.0115
H 3.208 -5.355 1.680 0.0202
H 2.260 -5.727 0.212 0.0231
H 1.425 -5.320 1.724 0.0295
H 4.749 -3.392 0.241 0.0290
H 4.036 -1.995 -0.629 0.0048
H 3.846 -3.646 -1.278 0.0339
O -0.002 -1.302 4.425 -0.0235
C -0.310 -0.367 3.666 -0.6438
O -0.137 -0.259 2.431 -0.1080
C -1.036 0.831 4.304 -0.0935
C -1.492 1.876 3.507 -0.0055
C -2.158 2.959 4.071 -0.0568
C -2.378 3.013 5.436 -0.0260
C -1.915 1.960 6.214 -0.1552
C -1.251 0.872 5.675 0.0555
N -2.147 2.013 7.663 -0.3608
O -1.742 1.093 8.349 0.0561
O -2.770 2.962 8.115 0.0318
H -1.305 1.827 2.440 0.0959
H -2.502 3.767 3.438 0.1037
H -2.891 3.840 5.902 0.1049
H -0.901 0.053 6.287 0.1211
N 2.233 -0.306 -0.025 -0.1374
C 2.928 0.376 -0.937 -0.4993
C 2.520 0.757 -2.255 -0.0792
C 3.285 1.581 -3.053 -0.1412
C 4.537 2.053 -2.643 -0.1781
C 5.018 1.603 -1.410 -0.1642
C 4.264 0.784 -0.595 -0.1032
H 1.544 0.436 -2.599 0.0801
H 2.888 1.880 -4.019 0.0944
H 5.131 2.700 -3.278 0.0642
H 6.003 1.917 -1.072 0.0791
H 4.634 0.491 0.383 0.0917
```

Values from the calculation:
Energy = -115371.843 eV
ΔE to the lowest compared entry with this formula, charge and spin = 184.6 kJ/mol
Max |F| = 0.31 eV/Å
HOMO level = -1.239 eV
Total charge = -2
Spin multiplicity = 1